{
  "formula": "C28H36BNO4PS",
  "method": "wB97M-V/def2-TZVPD",
  "species": ["N", "C", "C", "C", "O", "B", "O", "C", "P", "O", "O", "S", "H", "H", "H", "H", "H", "H", "H", "H", "H", "H", "H", "H", "C", "C", "C", "C", "C", "C", "H", "H", "H", "H", "H", "H", "C", "C", "C", "C", "C", "C", "H", "H", "H", "H", "H", "H", "C", "C", "C", "C", "C", "C", "H", "H", "H", "H", "H", "H", "C", "C", "C", "C", "C", "C", "H", "H", "H", "H", "H", "H"],
  "positions_angstrom": [[4.129, -0.256, -0.166], [3.263, -0.277, -1.363], [2.069, -1.248, -1.241], [1.017, -0.823, -0.197], [0.238, -1.951, 0.107], [-1.188, -1.627, -0.234], [-1.222, -0.165, 0.101], [-0.087, 0.233, -0.616], [0.435, 2.005, -0.412], [1.008, 2.439, -1.937], [1.743, 2.031, 0.652], [-0.951, 3.207, 0.215], [3.625, 0.119, 0.630], [4.875, 0.398, -0.374], [2.948, 0.751, -1.644], [3.891, -0.613, -2.207], [1.629, -1.360, -2.240], [2.465, -2.219, -0.914], [1.495, -0.586, 0.768], [-1.200, -1.785, -1.453], [-2.044, -2.319, 0.233], [-0.464, 0.189, -1.658], [1.657, 3.131, -1.810], [2.555, 1.864, 0.169], [-1.218, 2.816, -5.157], [-1.154, 3.220, -6.485], [-0.592, 4.448, -6.813], [-0.086, 5.268, -5.812], [-0.147, 4.862, -4.484], [-0.716, 3.638, -4.155], [-1.658, 1.860, -4.901], [-1.543, 2.577, -7.266], [-0.548, 4.765, -7.848], [0.356, 6.223, -6.067], [0.248, 5.501, -3.704], [-0.769, 3.326, -3.123], [-4.916, -4.776, 3.382], [-4.887, -4.337, 2.063], [-4.327, -3.104, 1.750], [-3.787, -2.312, 2.756], [-3.813, -2.753, 4.073], [-4.381, -3.982, 4.388], [-5.355, -5.736, 3.625], [-5.301, -4.957, 1.278], [-4.309, -2.761, 0.725], [-3.345, -1.354, 2.510], [-3.390, -2.136, 4.857], [-4.405, -4.321, 5.417], [-5.427, 0.236, 5.710], [-4.814, 1.169, 4.883], [-4.790, 2.509, 5.247], [-5.372, 2.915, 6.442], [-5.982, 1.982, 7.270], [-6.014, 0.642, 6.902], [-5.448, -0.808, 5.423], [-4.355, 0.851, 3.955], [-4.317, 3.237, 4.600], [-5.348, 3.960, 6.728], [-6.434, 2.298, 8.202], [-6.494, -0.085, 7.545], [6.501, -2.370, -2.944], [6.591, -2.047, -1.595], [7.836, -1.849, -1.011], [8.990, -1.966, -1.777], [8.899, -2.286, -3.126], [7.655, -2.492, -3.709], [5.531, -2.527, -3.399], [5.691, -1.948, -0.999], [7.907, -1.603, 0.041], [9.961, -1.808, -1.322], [9.799, -2.375, -3.723], [7.584, -2.746, -4.759]],
  "forces_ev_per_a": [[-0.137, 0.154, -0.330], [-0.049, -0.094, -0.401], [0.526, 0.994, 0.207], [-0.645, -1.271, -0.350], [-0.043, -0.509, 0.387], [0.799, -0.124, -0.551], [0.154, 0.636, 0.082], [-0.085, 0.312, 0.015], [-0.661, 0.220, 0.753], [0.015, -1.251, 1.858], [-1.147, 0.397, -1.442], [0.565, -0.190, -0.219], [-0.061, -0.159, 0.098], [0.213, -0.026, 0.251], [-0.184, -0.453, -0.001], [-0.109, 0.086, 0.279], [-0.149, -0.059, 0.310], [-0.169, 0.185, -0.105], [0.147, 0.736, -0.399], [-0.555, 0.228, -0.584], [-0.052, 0.013, 0.676], [1.193, -0.124, -0.199], [0.190, 0.536, -0.146], [0.396, -0.275, -0.086], [0.029, 0.078, -0.073], [0.017, 0.022, 0.044], [0.009, -0.005, 0.033], [-0.003, -0.047, 0.010], [-0.015, -0.035, -0.089], [-0.124, 0.040, -0.073], [0.010, 0.012, 0.021], [-0.002, 0.010, 0.008], [0.007, -0.006, 0.007], [-0.008, -0.006, -0.001], [-0.035, -0.005, 0.010], [-0.039, 0.025, 0.001], [0.011, 0.025, 0.009], [0.008, 0.083, 0.065], [-0.121, -0.049, 0.051], [-0.064, 0.020, 0.059], [-0.045, -0.008, -0.051], [-0.008, -0.008, -0.029], [0.010, 0.004, -0.001], [0.006, 0.008, 0.003], [0.099, 0.001, 0.021], [0.075, -0.067, -0.073], [0.024, -0.012, -0.013], [0.016, -0.005, -0.008], [-0.032, 0.020, 0.047], [-0.004, -0.010, -0.005], [-0.026, -0.008, 0.058], [-0.001, -0.062, -0.028], [0.005, -0.007, -0.022], [0.042, 0.058, -0.039], [-0.002, 0.018, -0.026], [-0.010, 0.004, 0.007], [0.014, -0.024, 0.000], [-0.001, -0.008, -0.002], [0.000, -0.001, -0.012], [0.008, 0.002, -0.003], [0.119, 0.012, -0.008], [-0.071, -0.070, 0.010], [0.042, -0.001, -0.106], [-0.055, 0.003, -0.001], [-0.017, -0.006, 0.014], [-0.016, 0.028, 0.049], [0.002, -0.005, 0.020], [0.028, 0.020, 0.015], [-0.021, 0.001, -0.007], [-0.005, -0.006, -0.009], [-0.009, -0.005, 0.007], [0.003, 0.009, 0.006]],
  "homo_energy_ev": -4.516,
  "max_force_ev_per_a": 2.24,
  "homo_lumo_gap_ev": 6.9008,
  "lumo_ev": 2.38,
  "total_charge": -1
}

***

{
  "formula": "C28H36Br4CaI2N8O2",
  "method": "wB97M-V/def2-TZVPD",
  "species": ["Ca", "Br", "C", "C", "Br", "C", "Br", "C", "O", "C", "O", "C", "Br", "C", "N", "C", "C", "N", "C", "C", "C", "C", "C", "C", "N", "C", "N", "C", "C", "N", "C", "C", "N", "C", "C", "H", "H", "H", "H", "H", "H", "H", "H", "H", "H", "H", "H", "H", "H", "H", "H", "H", "H", "H", "H", "H", "H", "H", "H", "H", "H", "H", "H", "I", "C", "I", "H", "H", "N", "C", "C", "C", "N", "C", "C", "H", "H", "H", "H", "H", "H"],
  "positions_angstrom": [[-0.554, 0.585, 0.067], [-1.776, 6.976, -2.934], [-1.824, 5.496, -1.758], [-2.461, 5.586, -0.535], [-3.292, 7.196, 0.007], [-2.494, 4.463, 0.307], [-3.340, 4.519, 2.002], [-1.916, 3.245, -0.044], [-1.956, 2.187, 0.727], [-1.206, 3.168, -1.297], [-0.591, 2.059, -1.606], [-1.204, 4.291, -2.123], [-0.286, 4.107, -3.769], [-0.391, 0.139, -4.145], [-1.602, -0.467, -3.616], [-2.666, -0.683, -4.575], [-1.747, -0.766, -2.298], [-0.792, -1.193, -1.507], [0.429, -1.662, -2.014], [0.463, -2.634, -3.014], [1.653, -3.059, -3.586], [2.846, -2.496, -3.165], [2.834, -1.570, -2.133], [1.654, -1.182, -1.497], [1.660, -0.247, -0.445], [2.603, -0.204, 0.451], [3.403, -1.254, 0.832], [2.953, -2.625, 0.734], [4.826, -1.089, 1.059], [2.807, 0.973, 1.114], [2.200, 2.195, 0.616], [3.172, 1.019, 2.520], [-2.989, -0.548, -1.760], [-3.300, -1.055, -0.438], [-3.709, 0.688, -2.082], [0.198, -0.573, -4.730], [0.199, 0.559, -3.336], [-0.682, 0.978, -4.781], [-2.297, -1.316, -5.387], [-3.011, 0.259, -5.013], [-3.508, -1.180, -4.100], [-0.481, -3.036, -3.364], [1.639, -3.804, -4.371], [3.782, -2.773, -3.631], [3.766, -1.124, -1.804], [1.873, -2.656, 0.617], [3.221, -3.150, 1.655], [3.402, -3.149, -0.114], [5.103, -0.042, 0.970], [5.388, -1.662, 0.314], [5.115, -1.446, 2.052], [2.052, 2.143, -0.460], [2.850, 3.037, 0.856], [1.232, 2.396, 1.098], [4.067, 1.627, 2.672], [3.351, 0.019, 2.901], [2.353, 1.461, 3.097], [-2.795, -2.001, -0.267], [-4.380, -1.203, -0.369], [-3.048, -0.341, 0.363], [-3.266, 1.176, -2.944], [-3.642, 1.378, -1.236], [-4.759, 0.469, -2.284], [-3.050, -2.533, 3.199], [-2.457, -4.334, 2.246], [-0.878, -4.122, 0.840], [-3.312, -4.727, 1.711], [-2.138, -5.030, 3.010], [0.426, -0.201, 6.696], [0.186, -0.139, 5.352], [0.695, -1.108, 4.477], [0.455, -0.979, 3.126], [-0.238, 0.029, 2.591], [-0.724, 0.958, 3.424], [-0.539, 0.918, 4.790], [0.731, -1.078, 7.084], [-0.124, 0.373, 7.311], [1.262, -1.953, 4.847], [0.830, -1.728, 2.438], [-1.295, 1.755, 2.951], [-0.959, 1.700, 5.410]],
  "forces_ev_per_a": [[-0.157, 0.245, 0.376], [0.000, -0.008, 0.007], [0.030, 0.004, -0.062], [-0.045, -0.020, 0.086], [0.002, 0.001, -0.001], [-0.057, 0.002, -0.072], [0.002, -0.017, 0.015], [0.013, 0.243, 0.014], [0.209, -0.251, 0.021], [-0.060, 0.184, -0.054], [-0.045, -0.318, 0.177], [-0.042, 0.018, 0.047], [0.010, -0.020, -0.015], [0.007, 0.023, -0.002], [-0.066, -0.029, -0.067], [-0.006, 0.020, 0.007], [0.170, 0.083, -0.040], [0.056, 0.219, 0.272], [0.105, -0.196, -0.201], [0.008, -0.047, -0.023], [-0.091, -0.018, -0.001], [0.048, 0.047, 0.052], [0.067, -0.061, 0.015], [0.127, -0.176, -0.179], [-0.342, -0.212, -0.056], [0.013, 0.093, 0.003], [0.040, 0.012, 0.016], [-0.006, -0.012, -0.001], [-0.017, 0.015, 0.035], [0.025, -0.035, 0.042], [-0.045, 0.065, -0.038], [0.007, -0.007, -0.014], [0.041, 0.141, 0.006], [-0.129, -0.044, 0.056], [-0.023, -0.015, -0.011], [0.013, 0.022, 0.024], [0.012, -0.014, -0.017], [-0.009, -0.013, -0.007], [0.001, 0.002, 0.000], [0.002, -0.001, 0.011], [0.010, -0.001, -0.011], [0.002, 0.003, 0.005], [0.005, 0.004, 0.004], [-0.003, 0.004, 0.006], [0.003, -0.002, -0.005], [0.004, 0.001, -0.005], [0.002, -0.005, -0.003], [-0.001, 0.000, 0.000], [-0.001, 0.016, -0.004], [-0.002, 0.003, 0.002], [-0.002, -0.004, -0.009], [0.008, 0.016, 0.012], [0.002, 0.001, -0.014], [0.015, -0.007, 0.007], [-0.005, 0.000, -0.003], [0.011, -0.022, 0.004], [0.008, 0.001, -0.003], [0.023, 0.014, 0.011], [0.010, -0.033, -0.001], [0.032, -0.045, -0.074], [0.027, 0.010, 0.021], [-0.014, -0.005, -0.003], [-0.002, 0.002, -0.013], [0.012, -0.026, -0.030], [-0.004, -0.046, 0.008], [-0.021, -0.001, 0.012], [-0.011, 0.043, -0.012], [0.040, 0.032, 0.012], [0.032, -0.067, 0.081], [0.006, 0.016, -0.071], [-0.026, 0.016, -0.033], [-0.015, 0.061, 0.178], [0.092, 0.048, -0.498], [-0.112, 0.053, -0.015], [-0.006, -0.028, -0.006], [-0.007, 0.030, -0.003], [-0.007, 0.005, -0.033], [-0.006, 0.009, 0.027], [0.004, -0.004, -0.016], [0.018, 0.005, 0.037], [0.012, -0.014, 0.016]],
  "homo_energy_ev": -6.145,
  "max_force_ev_per_a": 0.51,
  "homo_lumo_gap_ev": 5.6197,
  "lumo_ev": -0.53,
  "e_above_lowest_ev": 0.416,
  "total_charge": 0
}

***

{
  "formula": "C28H36Cl2O23",
  "method": "wB97M-V/def2-TZVPD",
  "species": ["C", "C", "Cl", "C", "Cl", "C", "C", "C", "O", "C", "O", "H", "H", "H", "H", "H", "H", "H", "H", "C", "C", "O", "C", "O", "O", "H", "H", "H", "H", "C", "C", "O", "C", "O", "O", "H", "H", "H", "H", "C", "C", "O", "C", "O", "O", "H", "H", "H", "H", "C", "C", "O", "C", "O", "O", "H", "H", "H", "H", "C", "C", "O", "C", "O", "O", "H", "H", "H", "H", "C", "C", "O", "C", "O", "O", "H", "H", "H", "H", "C", "C", "O", "C", "O", "O", "H", "H", "H", "H"],
  "positions_angstrom": [[-3.404, -1.895, -4.352], [-2.502, -2.645, -3.418], [-0.842, -2.107, -3.411], [-2.876, -3.627, -2.655], [-4.565, -4.115, -2.813], [-2.027, -4.409, -1.692], [-1.027, -3.719, -0.745], [-0.616, -4.986, 0.087], [-1.607, -6.022, -0.169], [-2.690, -5.333, -0.653], [-3.771, -5.421, -0.283], [-4.388, -1.753, -3.921], [-3.474, -2.420, -5.303], [-2.999, -0.898, -4.511], [-1.435, -5.056, -2.343], [-1.349, -2.890, -0.130], [-0.148, -3.524, -1.342], [-0.611, -4.718, 1.140], [0.308, -5.460, -0.223], [-1.130, 0.413, 1.792], [-0.286, 0.902, 2.945], [0.244, -0.318, 3.475], [0.229, -1.243, 2.486], [0.751, -2.309, 2.548], [-0.465, -0.792, 1.407], [-1.163, 1.118, 0.963], [-2.152, 0.172, 2.091], [0.540, 1.535, 2.622], [-0.863, 1.433, 3.696], [2.046, 0.986, 6.966], [2.021, 2.273, 7.754], [1.862, 3.261, 6.727], [1.289, 2.652, 5.658], [0.869, 3.227, 4.703], [1.255, 1.312, 5.820], [1.615, 0.148, 7.508], [3.050, 0.715, 6.634], [1.170, 2.334, 8.435], [2.936, 2.444, 8.315], [0.829, 6.435, 7.385], [-0.507, 6.725, 8.024], [-0.306, 6.288, 9.370], [1.030, 6.325, 9.626], [1.514, 6.180, 10.699], [1.734, 6.549, 8.485], [1.082, 7.145, 6.600], [0.890, 5.424, 6.983], [-0.749, 7.790, 8.030], [-1.326, 6.181, 7.558], [1.837, 0.732, -5.271], [1.975, 1.719, -6.401], [0.658, 1.733, -6.964], [-0.209, 1.332, -6.000], [-1.393, 1.394, -6.089], [0.454, 0.854, -4.919], [2.474, 0.969, -4.418], [2.029, -0.296, -5.588], [2.217, 2.724, -6.051], [2.710, 1.415, -7.143], [0.965, 4.405, -1.558], [0.400, 4.046, -2.912], [1.447, 3.250, -3.476], [2.172, 2.733, -2.458], [3.007, 1.892, -2.588], [1.825, 3.294, -1.278], [0.200, 4.504, -0.792], [1.564, 5.317, -1.581], [-0.505, 3.440, -2.845], [0.198, 4.916, -3.531], [-7.574, -6.657, -3.428], [-6.875, -7.789, -2.715], [-7.403, -8.942, -3.376], [-7.825, -8.559, -4.610], [-8.161, -9.305, -5.469], [-7.810, -7.204, -4.727], [-6.963, -5.760, -3.491], [-8.533, -6.403, -2.973], [-5.792, -7.766, -2.854], [-7.094, -7.819, -1.651], [7.048, 1.773, -1.393], [6.471, 1.422, -2.742], [7.506, 0.627, -3.326], [8.247, 0.101, -2.314], [9.078, -0.734, -2.451], [7.905, 0.663, -1.123], [6.287, 1.872, -0.622], [7.649, 2.685, -1.418], [5.564, 0.821, -2.665], [6.265, 2.297, -3.353]],
  "forces_ev_per_a": [[0.467, 0.453, 0.098], [0.195, 1.519, -1.081], [-0.091, 0.000, -0.164], [-0.892, -1.075, 1.727], [0.303, -0.105, 0.037], [-0.798, 0.447, -0.289], [1.120, -2.066, -0.798], [-0.325, 0.004, -0.041], [-0.479, 0.485, 1.206], [4.243, 0.397, -2.173], [-4.016, -0.680, 1.362], [-0.156, -0.243, -0.018], [-0.125, 0.074, -0.095], [0.136, -0.025, -0.253], [0.111, -0.223, 0.175], [-0.238, 0.123, -0.146], [0.083, 0.915, 0.245], [0.131, -0.370, 0.154], [0.366, 0.431, 0.071], [-0.221, 0.159, -0.104], [-0.054, 0.239, 0.029], [-0.103, -0.161, -0.304], [0.087, -0.054, 0.078], [-0.055, -0.012, -0.045], [0.052, 0.009, 0.161], [0.095, -0.157, -0.110], [0.030, -0.031, 0.025], [-0.001, -0.019, 0.023], [0.112, -0.120, 0.134], [0.146, -0.293, 0.168], [0.120, -0.001, 0.386], [-0.096, -0.251, -0.168], [0.033, 0.013, -0.029], [-0.014, 0.083, 0.073], [0.002, 0.291, 0.032], [-0.144, 0.000, -0.166], [-0.017, 0.047, -0.030], [-0.020, -0.001, -0.053], [0.010, 0.188, -0.122], [0.008, -0.038, -0.437], [-0.225, 0.118, -0.127], [0.242, 0.001, -0.064], [0.046, 0.012, 0.057], [-0.018, -0.031, -0.029], [-0.256, -0.023, 0.178], [0.172, 0.045, 0.129], [-0.001, 0.029, 0.026], [0.039, -0.007, 0.040], [-0.013, -0.091, 0.182], [0.437, -0.211, 0.240], [0.274, 0.096, -0.109], [-0.103, -0.081, 0.214], [-0.060, -0.038, 0.004], [0.019, 0.035, 0.036], [-0.060, 0.078, -0.268], [-0.282, -0.054, -0.107], [-0.085, 0.021, -0.063], [-0.044, -0.018, 0.041], [-0.180, -0.017, -0.135], [-0.133, 0.262, 0.149], [-0.371, 0.153, -0.085], [0.213, 0.037, 0.210], [-0.008, -0.038, 0.071], [0.065, 0.170, 0.143], [0.017, -0.080, -0.238], [0.102, -0.164, 0.089], [0.026, -0.039, -0.026], [0.054, -0.050, 0.002], [0.152, -0.091, -0.133], [-0.016, 0.332, 0.128], [0.186, 0.034, 0.267], [-0.081, 0.187, -0.187], [-0.007, -0.069, -0.050], [0.004, 0.024, 0.018], [0.050, -0.233, 0.130], [-0.011, -0.037, -0.204], [0.002, -0.054, -0.001], [-0.021, 0.019, -0.039], [-0.070, -0.178, -0.045], [-0.094, 0.232, 0.196], [-0.332, 0.096, -0.149], [0.117, 0.011, 0.280], [0.054, -0.073, -0.022], [-0.019, 0.026, 0.010], [-0.027, -0.028, -0.264], [0.086, -0.166, 0.073], [0.021, -0.031, -0.039], [0.014, 0.017, 0.036], [0.119, -0.088, -0.123]],
  "homo_energy_ev": -9.317,
  "max_force_ev_per_a": 4.78,
  "homo_lumo_gap_ev": 9.1221,
  "lumo_ev": -0.19,
  "total_charge": 0
}